# 1
8 unconnected molecules or ions with the total composition C32H80O16. Source: OMol25; level of theory: the ωB97M-V functional and the def2-TZVPD basis.

The LUMO energy comes out at 0.56 eV. For the HOMO energy, the calculation gives -9.335 eV. The orbital gap is 9.90 eV. As for the strongest force on any atom: 0.0477 Eh/bohr. Its charge is 0. As for the calculated total energy: -67228.7432 eV. The SMILES is COCCOC.COCCOC.COCCOC.COCCOC.COCCOC.COCCOC.COCCOC.COCCOC.

```
128
Properties=species:S:1:pos:R:3:lowdin_charge:R:1
O 2.60933 2.74466 -4.42884 -0.19
O -1.81604 1.07065 6.02495 -0.18
O 0.50749 2.11085 0.90337 -0.19
O -3.87885 4.86755 5.37073 -0.17
O -0.85302 -0.76405 -5.30159 -0.17
O 4.76227 0.52799 -5.76159 -0.19
O 2.43906 -3.16203 -5.59055 -0.19
O -4.47564 6.31981 8.69475 -0.17
O 7.11977 -2.21174 3.22962 -0.17
O -1.71869 -1.70428 -8.74625 -0.18
O 1.87605 -0.15631 -1.55359 -0.22
O -3.24043 0.09580 1.62928 -0.21
O 4.14624 -1.23456 2.11571 -0.23
O 2.18727 -5.56671 -8.18132 -0.19
O -2.58787 2.46726 9.29316 -0.19
O -5.13722 -2.72045 2.69449 -0.18
C -2.00502 -1.56802 -7.36875 -0.21
C -2.74521 4.69218 4.55000 -0.12
C -3.65530 5.82764 6.36608 -0.22
C 2.30542 -5.38515 -6.79215 -0.23
C -2.96774 1.40054 10.15780 -0.09
C 5.26287 -0.63784 2.77823 -0.20
C -6.42154 -3.02796 3.16441 -0.13
C -3.57915 -1.25949 1.55855 -0.20
C 4.26366 -1.36248 0.69323 -0.08
C -1.71015 2.10916 8.25137 -0.20
C -5.02436 -1.49983 2.00842 -0.22
C 0.05461 2.10277 2.23013 -0.12
C -2.58713 0.34872 5.10362 -0.13
C 6.67209 -1.11742 2.46502 -0.23
C -3.93270 0.94082 0.73871 -0.10
C 2.54225 -6.89592 -8.54343 -0.10
C 2.91235 3.93471 -3.72801 -0.10
C -4.66116 5.60027 7.51275 -0.21
C 1.20301 0.94998 -1.01929 -0.20
C -2.73454 -2.36147 -9.46252 -0.12
C 2.54394 -3.67129 -4.27891 -0.12
C 6.36929 -3.37860 2.95779 -0.11
C 0.34194 -0.27919 -4.75959 -0.11
C -4.60622 7.71097 8.61599 -0.12
C 5.00616 -0.68348 -6.45515 -0.11
C 1.70094 -4.02700 -6.43035 -0.20
C 3.46942 1.66810 -4.15875 -0.21
C -2.57806 1.60032 7.10076 -0.21
C -0.74546 -1.09358 -6.68657 -0.18
C 1.19074 -1.39578 -1.60971 -0.09
C 3.45386 0.55188 -5.17845 -0.19
C 1.21825 0.93200 0.50478 -0.17
H -2.34010 -2.52811 -6.96487 0.13
H -3.83055 8.22335 8.03005 0.08
H 4.85735 -1.56661 -5.83233 0.08
H -3.17845 2.41218 6.67580 0.12
H 2.45549 -7.07328 -9.61046 0.09
H 6.06078 -0.60890 -6.73228 0.09
H 0.19797 0.11249 -3.75572 0.08
H -7.04273 -3.34252 2.32063 0.09
H 1.83417 -2.06688 -2.16054 0.06
H 6.84827 -1.28838 1.39331 0.12
H 3.35382 -5.48155 -6.48407 0.13
H 1.69891 -3.50590 -7.39261 0.13
H -6.29911 -3.82977 3.89542 0.09
H 6.79518 -4.14595 3.60565 0.09
H -2.63296 5.80751 6.75465 0.13
H 5.20485 0.43174 2.54384 0.12
H 5.30653 -3.25599 3.17621 0.09
H -0.75440 1.39986 2.47998 0.07
H -0.32780 -0.20137 -7.16198 0.13
H 3.42335 1.32343 -3.11454 0.11
H 1.63656 -3.86161 -3.69100 0.09
H -5.65359 -1.46656 1.10572 0.12
H 3.08933 -2.92897 -3.69495 0.08
H 1.72416 -6.16097 -6.27646 0.12
H -5.62876 5.93918 7.10468 0.12
H -2.36989 5.61218 4.09833 0.09
H 6.49848 -3.73826 1.93008 0.09
H 2.75658 0.68491 -6.00984 0.12
H 1.08352 -1.08371 -4.74892 0.08
H -0.01061 -1.90490 -6.70298 0.10
H 0.20568 -1.29142 -2.07882 0.08
H -3.54403 1.95739 0.76359 0.09
H 7.31460 -0.25246 2.64911 0.13
H 4.83424 -2.26967 0.47251 0.08
H 0.95264 -1.63484 -0.56700 0.09
H -1.24437 3.01111 7.85450 0.12
H -4.93803 1.09985 1.15812 0.08
H -3.17931 -0.48880 5.48584 0.09
H -3.60882 -1.71299 -9.57646 0.09
H -5.50332 7.98547 8.03721 0.09
H -3.20230 0.95930 4.43230 0.08
H -3.53851 1.83981 10.97105 0.09
H 0.80695 0.55874 -5.28786 0.08
H -1.81022 -0.08170 4.46364 0.08
H -5.41187 -0.67195 2.61283 0.13
H 3.17230 -0.40828 -4.73871 0.10
H 0.64368 -4.14896 -6.18176 0.13
H -0.50806 3.03011 2.35539 0.08
H -2.95257 3.94062 3.78980 0.08
H -2.05165 0.92574 10.51349 0.09
H 5.04422 -0.83560 3.82756 0.13
H 2.24244 0.98836 0.88374 0.13
H 4.50254 2.04636 -4.09640 0.12
H 4.82815 -0.48160 0.36810 0.10
H -1.88896 4.24807 5.07382 0.08
H 4.45506 -0.71531 -7.40045 0.09
H 3.22432 -1.40266 0.38352 0.07
H -3.24751 0.84790 7.53245 0.11
H -2.30877 -2.37160 -10.47609 0.09
H 1.54814 1.91502 -1.39141 0.12
H 3.90909 4.27783 -4.00646 0.09
H -2.96724 -1.91491 2.18319 0.13
H -2.93823 -3.41743 -9.27113 0.09
H -3.92974 6.83885 6.04118 0.12
H 0.86421 1.95309 2.94699 0.09
H -0.96923 1.32702 8.43761 0.13
H 2.84181 3.76646 -2.64654 0.08
H -2.80605 -0.85789 -7.12857 0.13
H -4.81248 4.53565 7.69373 0.12
H 0.65061 0.12099 0.96881 0.12
H -3.41278 -1.66421 0.55289 0.12
H 1.85725 -7.58949 -8.04541 0.08
H 2.09935 4.62255 -3.94569 0.09
H -4.00859 0.49878 -0.25686 0.10
H 3.07005 -4.63090 -4.31133 0.09
H -3.61311 0.68367 9.64492 0.08
H 0.16230 0.90184 -1.37234 0.13
H -7.02288 -2.32341 3.75503 0.09
H 3.55626 -7.07879 -8.18082 0.09
H -4.62040 8.04761 9.64803 0.09
```

***

# 2
6 unconnected molecules or ions with the total composition C32H81N5O12. Source: OMol25; level of theory: the ωB97M-V functional and the def2-TZVPD basis.

The LUMO energy comes out at 0.56 eV. For the HOMO energy, the calculation gives -8.256 eV. The orbital gap is 8.82 eV. As for the strongest force on any atom: 0.0553 Eh/bohr. Its charge is 0. As for the calculated total energy: -66508.3825 eV. The SMILES is COCCNCCOC.COCCNCCOC.COCCNCCOC.COCCNCCOC.COCCNCCOC.OCCO.

```
130
Properties=species:S:1:pos:R:3:lowdin_charge:R:1
O 20.16688 16.60020 5.48860 -0.19
O 15.80844 18.88768 7.90460 -0.18
O 25.28264 16.80966 7.76279 -0.25
O 19.26313 24.86945 10.64020 -0.18
O 29.07260 17.19480 11.59566 -0.19
O 22.95688 16.05159 9.05712 -0.06
O 21.62844 19.81201 9.73036 -0.24
O 23.58979 15.16224 6.22677 -0.06
O 28.70670 11.95243 6.84328 -0.21
O 26.35608 11.57056 1.61718 -0.17
O 17.93570 14.10773 9.74510 -0.16
O 22.35930 11.36383 6.97893 -0.23
N 19.61104 11.65446 8.59683 -0.06
N 20.24544 22.23466 9.50893 -0.05
N 26.19418 12.09795 4.72708 -0.08
N 18.65065 18.47518 7.50716 -0.06
N 26.25991 15.51999 10.04720 -0.05
C 18.95640 11.85115 9.89931 -0.19
C 20.75397 10.75866 8.63503 -0.21
C 19.15133 26.12805 10.03044 -0.13
C 27.02276 10.41794 2.04406 -0.12
C 14.68466 19.62533 7.53107 -0.13
C 18.02872 18.77504 8.78940 -0.19
C 27.09147 16.63068 10.46585 -0.21
C 26.55982 14.96566 8.72525 -0.16
C 22.49013 18.85633 10.32696 -0.09
C 30.32575 16.84864 12.14693 -0.10
C 17.88396 14.79758 8.52933 -0.10
C 29.35417 11.40092 5.74228 -0.13
C 23.13964 11.15985 5.82814 -0.11
C 16.82099 19.65993 8.50324 -0.24
C 27.27239 11.87212 6.93962 -0.15
C 25.38285 18.01614 6.98923 -0.04
C 18.40468 23.89441 10.08190 -0.22
C 22.84651 14.48040 7.20815 -0.23
C 22.24648 20.85069 8.98626 -0.20
C 25.35423 12.14406 2.43312 -0.21
C 26.48482 16.09777 7.66603 -0.24
C 19.14442 23.05152 9.04356 -0.20
C 19.86857 17.65642 7.61212 -0.19
C 26.59499 12.80900 5.91832 -0.21
C 21.30562 10.45921 7.25527 -0.22
C 17.68972 12.74251 9.74477 -0.24
C 22.07226 15.39928 8.18375 -0.22
C 21.06568 21.65920 8.45426 -0.22
C 20.52758 17.74139 6.22709 -0.23
C 25.78512 12.96471 3.63528 -0.19
C 28.56893 16.30769 10.63376 -0.24
C 20.86824 16.46235 4.28662 -0.11
H 26.77187 16.91528 11.47321 0.13
H 19.19590 26.06056 8.93857 0.08
H 28.85756 11.69806 4.80613 0.07
H 21.39404 16.02312 7.59595 0.07
H 20.59578 10.51820 6.41852 0.12
H 18.24105 26.69383 10.27532 0.09
H 30.36134 11.80624 5.69066 0.09
H 19.59662 23.73522 8.32382 0.12
H 18.55697 14.38812 7.76760 0.09
H 18.38526 22.37893 8.61698 0.10
H 25.68787 13.16008 6.42894 0.09
H 23.73252 12.06384 5.69398 0.06
H 26.20436 18.63412 7.36708 0.10
H 27.62074 10.58023 2.94150 0.06
H 26.45404 9.48704 2.16314 0.09
H 29.38383 10.30712 5.64004 0.09
H 19.58526 12.41906 10.59477 0.12
H 21.67612 9.42520 7.17574 0.12
H 27.10312 12.20951 7.95652 0.11
H 24.47549 18.60468 7.08014 0.08
H 17.11233 20.53152 7.91082 0.11
H 18.58441 10.90011 10.27289 0.11
H 26.88012 17.56650 9.93371 0.11
H 27.41179 16.66842 7.82102 0.12
H 21.94014 16.29650 4.47789 0.08
H 17.15383 12.38683 8.85924 0.12
H 17.85275 23.38421 10.87390 0.12
H 24.72159 11.32582 2.80755 0.12
H 22.99255 19.41005 11.13070 0.09
H 22.10711 13.81895 6.75914 0.11
H 18.74016 19.30811 9.42381 0.11
H 14.26371 20.16177 8.39429 0.09
H 24.42742 15.49556 6.55974 0.04
H 28.69293 15.26265 10.94613 0.12
H 26.81556 11.37309 4.41987 0.06
H 30.44105 15.76581 12.26923 0.08
H 20.59291 9.77548 9.07840 0.12
H 20.78412 17.37841 3.69090 0.09
H 16.42098 20.03810 9.45703 0.12
H 27.23204 13.68872 5.75163 0.12
H 25.71722 14.30260 8.50094 0.10
H 20.01031 21.42620 10.07531 0.10
H 26.66876 13.55773 3.33343 0.13
H 14.90915 20.42301 6.81133 0.09
H 22.52904 10.97709 4.93654 0.09
H 23.43744 13.83757 7.86782 0.11
H 20.53811 20.98740 7.75656 0.11
H 19.68713 16.62766 7.92347 0.08
H 23.59196 16.57294 8.53963 0.05
H 23.23670 18.34876 9.70989 0.07
H 30.55104 17.32144 13.09634 0.09
H 25.67407 17.70132 5.98462 0.10
H 13.89351 19.00248 7.12272 0.09
H 31.07554 17.11347 11.39273 0.09
H 27.07996 10.83651 6.63934 0.13
H 25.00235 13.59160 4.07235 0.12
H 16.90476 14.67923 8.03976 0.10
H 21.35907 22.48092 7.78964 0.12
H 25.26023 15.64355 10.11460 0.09
H 17.74055 17.85243 9.30771 0.11
H 17.59655 24.32103 9.46951 0.12
H 21.84081 18.10153 10.76634 0.09
H 20.39832 18.68904 5.69552 0.13
H 20.45123 18.12965 8.40418 0.11
H 27.74507 10.07147 1.30005 0.09
H 21.43737 14.67026 8.69320 0.12
H 29.14022 16.35650 9.69576 0.12
H 17.12340 12.42994 10.62607 0.11
H 22.78964 20.33287 8.18816 0.11
H 18.03465 18.18579 6.76265 0.12
H 26.72259 15.82678 6.62635 0.12
H 21.62223 17.66453 6.37339 0.11
H 24.73579 12.74195 1.76086 0.12
H 21.55269 11.24461 9.20818 0.12
H 27.45422 14.35719 8.86277 0.12
H 22.86709 21.50875 9.60548 0.13
H 19.95429 26.74636 10.43474 0.09
H 20.56602 15.58075 3.72560 0.09
H 17.98287 15.86738 8.65071 0.06
H 23.81274 10.30794 5.97956 0.09
H 19.83559 12.57464 8.24159 0.09
```

***

Across the entries above, ΔE to the lowest compared entry with this formula, charge and spin takes the values 248.6 271.1 kJ/mol, respectively.